ORCA calculation (the ωB97M-V functional and the def2-TZVPD basis) on 4 unconnected molecules or ions with the total composition C35H69N6O12PS4 at a distorted geometry.

Each line ends with the Mulliken charge.
Geometry (Å):
C 1.257649 -0.312740 -1.781989  -0.783
C 1.705964 0.942076 -1.309882  -0.166
C 2.241238 1.221914 0.208243  2.193
C 3.376210 2.376263 -0.007677  -1.853
C 2.996664 3.785294 0.644066  0.955
O 3.109249 3.844175 2.084277  -0.464
C 4.097513 4.848844 0.077138  -0.783
N 3.965888 5.107803 -1.389485  -0.652
C 2.865105 -0.163578 0.694876  -0.994
C 3.887308 -0.115043 1.916991  0.272
N 3.736040 -1.435994 2.663927  -0.661
N 5.283964 -0.155118 1.325553  -0.559
N 3.808104 1.032244 2.829619  -0.522
O 1.227225 1.797276 1.065352  -0.478
C 0.117380 0.920832 1.332227  1.002
C 0.289324 0.379097 2.847784  -0.478
C -0.775331 -0.807382 3.205654  -0.508
C -1.462821 -0.552237 4.653161  -0.347
S -0.235387 -0.230017 6.008793  -0.305
C -1.339977 1.634594 1.091582  0.637
O -1.759658 2.073735 2.426871  -0.518
O -2.169169 0.619799 0.528975  0.785
C -3.355481 1.000577 -0.136342  0.529
O -3.184425 1.362871 -1.545697  -0.535
C -4.255257 -0.380376 -0.217137  -0.718
O -3.418450 -1.520373 0.062572  -0.110
C -3.248777 -2.387667 -1.081985  -0.706
C -1.741862 -2.243108 -1.678734  0.706
C -0.847804 -3.327881 -0.852250  -0.964
C -4.319386 2.052157 0.570864  0.543
C -4.859086 1.964366 2.027591  -0.530
C -5.841945 3.097137 2.510526  -0.771
N -6.330244 4.197804 1.749559  -0.580
C -5.815602 4.260712 0.421703  -0.259
C -4.850661 3.271330 -0.270924  -0.763
P -1.086443 3.235396 0.115111  0.031
N -0.655718 3.062577 -1.414493  -0.640
H 1.475136 -0.575289 -2.882560  -0.095
H 0.757785 -1.051235 -1.079756  -0.277
H 1.739250 1.824951 -2.047630  0.293
H 3.527230 2.574026 -1.136469  0.359
H 4.398765 2.073063 0.393397  0.427
H 1.997177 4.138160 0.224497  -0.378
H 3.680589 4.590986 2.367367  0.326
H 4.044015 5.841254 0.671391  0.447
H 5.123411 4.392797 0.369748  0.315
H 4.628374 4.437953 -1.833684  0.256
H 4.434503 6.024263 -1.539688  0.277
H 3.440030 -0.599805 -0.207501  0.452
H 2.069732 -0.966855 0.941825  0.287
H 3.800507 -2.138183 1.895371  0.297
H 4.623536 -1.543561 3.175721  0.416
H 5.353565 -0.973604 0.685323  0.288
H 5.976787 -0.246217 2.085081  0.294
H 2.859639 1.384234 2.985896  0.246
H 4.485207 1.772133 2.626237  0.400
H 0.115912 -0.040283 0.687870  -0.901
H 1.317297 -0.141298 2.958020  0.136
H 0.300122 1.211779 3.630373  0.360
H -1.532653 -0.991897 2.373911  -0.107
H -0.195915 -1.801194 3.329646  0.404
H -2.003617 -1.531781 4.926811  0.421
H -2.243186 0.279302 4.647138  0.126
H -0.806162 0.624345 6.967420  0.143
H -2.331655 1.393725 2.839692  -0.022
H -4.052825 1.355830 -1.997546  0.469
H -5.034003 -0.339837 0.639081  0.127
H -4.858286 -0.448010 -1.181687  0.454
H -3.310466 -3.469452 -0.674699  0.279
H -4.062347 -2.309373 -1.877352  0.253
H -1.417871 -1.171599 -1.460206  -0.316
H -1.745812 -2.523718 -2.784796  0.138
H -0.627348 -2.937531 0.211716  0.105
H 0.175156 -3.332954 -1.385589  0.212
H -1.311987 -4.367993 -0.856798  0.445
H -4.536239 1.090090 2.699841  0.591
H -6.220969 3.015085 3.593431  0.359
H -6.170832 5.148422 -0.220261  0.302
H -4.561790 3.451243 -1.354871  0.271
H -0.034961 3.989265 0.773903  -0.026
H -2.276431 4.026361 0.306980  0.117
H -1.351653 3.529814 -2.017512  0.230
C 8.476686 -3.837712 -1.797223  -0.588
C 8.694292 -2.453002 -2.410862  -0.624
C 7.332106 -1.941422 -2.883827  -0.684
S 6.113139 -2.716590 -1.828534  1.006
O 5.305136 -3.603314 -2.632340  -0.702
O 5.529715 -1.716547 -0.959421  -0.686
C 7.265016 -3.699539 -0.884995  -0.729
H 9.355505 -4.180194 -1.247267  0.340
H 8.268599 -4.564191 -2.589327  0.294
H 9.097925 -1.776945 -1.650134  0.304
H 9.410820 -2.484055 -3.234485  0.323
H 7.254178 -0.857745 -2.790385  0.362
H 7.127136 -2.241440 -3.912832  0.394
H 6.811713 -4.655578 -0.624284  0.441
H 7.515702 -3.142345 0.020625  0.311
C -9.577793 -0.763145 3.916184  -0.634
C -9.220485 -0.893412 5.398579  -0.581
C -7.709368 -1.119341 5.488224  -0.800
S -7.001590 -0.332993 4.045627  1.350
O -6.424326 -1.355782 3.204229  -0.697
O -6.257150 0.836817 4.452574  -0.705
C -8.546505 0.188924 3.323532  -0.722
H -10.594379 -0.390763 3.775184  0.348
H -9.505566 -1.742416 3.431988  0.307
H -9.486326 0.031887 5.919865  0.305
H -9.769415 -1.707652 5.876621  0.316
H -7.287808 -0.670594 6.388210  0.328
H -7.460113 -2.181135 5.450555  0.364
H -8.486678 0.135550 2.236774  0.416
H -8.732030 1.217815 3.640067  0.390
C 0.189360 -1.956019 -7.248309  -0.754
C 0.551451 -2.078873 -5.766962  -0.447
C 2.063174 -2.295606 -5.680117  -0.455
S 2.765568 -1.510758 -7.126742  1.159
O 3.346830 -2.531541 -7.968105  -0.666
O 3.501779 -0.334761 -6.721438  -0.669
C 1.213939 -1.000370 -7.845911  -0.729
H -0.829833 -1.589754 -7.387734  0.348
H 0.265666 -2.936421 -7.729755  0.343
H 0.281681 -1.153090 -5.248093  0.199
H 0.008263 -2.894689 -5.284628  0.380
H 2.483844 -1.841477 -4.782226  0.206
H 2.317640 -3.356243 -5.714266  0.357
H 1.271377 -1.056398 -8.932629  0.424
H 1.023069 0.028083 -7.531517  0.349

Forces on atoms 1 to 2 (eV/Å):
C 1.168 2.449 0.589
C -0.970 -1.893 -0.709

Summary:
Kohn-Sham gap ... 7.968 eV
M ... 925.2 g/mol
2S+1 ... 1
LUMO level ... 0.19 eV
Max |F| ... 4.93 eV Å⁻¹
Structure (SMILES) ... C=C[C@](C[C@@H](O)CN)(CC(N)(N)N)O[C@@H](CCCS)[C@](O)(O[C@@](O)(COCCC)c1ccncc1)[PH2]=N.O=S1(=O)CCCC1.O=S1(=O)CCCC1.O=S1(=O)CCCC1